8
Properties=species:S:1:pos:R:3:lowdin_charge:R:1 method="wB97M-V/def2-TZVPD" e_tot_ha=-934.1583 e_homo_ev="-9.7 / -9.7" orbital_gap_ev="6.53 / 6.54" fmax_ev_per_a=3.35 multiplicity=1 e_above_lowest_ev=3.051
C -0.434 0.058 -0.374 -0.744
C 0.693 -0.894 -0.037 -0.388
N -1.682 0.233 -0.295 0.114
P 1.200 0.707 -0.934 1.040
Cl 0.637 1.882 1.891 -0.253
H 0.674 -1.167 1.014 0.066
H 1.002 -1.886 -0.544 0.100
H -2.090 1.067 -0.721 0.065